1.
{
  "formula": "C27H46BrHgN3OP2",
  "method": "the ωB97M-V functional and the def2-TZVPD basis",
  "elements": ["N", "C", "C", "C", "C", "C", "C", "Hg", "P", "C", "C", "C", "C", "C", "C", "C", "Br", "H", "H", "H", "H", "H", "H", "H", "H", "H", "H", "P", "C", "C", "H", "H", "H", "H", "H", "C", "C", "H", "H", "H", "H", "H", "C", "C", "H", "H", "H", "H", "H", "C", "C", "H", "H", "H", "H", "H", "C", "C", "H", "H", "H", "H", "H", "C", "C", "H", "H", "H", "H", "H", "C", "N", "C", "N", "O", "H", "H", "H", "H", "H", "H"],
  "positions_angstrom": [[-4.97993, -0.80159, 3.45795], [-4.02523, 0.01168, 3.91937], [-3.32722, 0.88341, 3.08267], [-3.66208, 0.95529, 1.70688], [-4.70561, 0.12036, 1.25131], [-5.32640, -0.74373, 2.17034], [-2.87663, 1.79744, 0.82675], [0.49554, -0.38874, 0.10524], [2.25128, 0.67452, -1.18117], [-2.98394, 1.84233, -0.53150], [-2.10739, 2.61332, -1.39442], [-2.13758, 2.43619, -2.79760], [-1.27763, 3.14182, -3.63695], [-0.30612, 3.97391, -3.06368], [-0.30125, 4.23754, -1.69142], [-1.17459, 3.53397, -0.85909], [1.12037, 4.66077, -4.15942], [-2.10420, 2.37449, 1.33954], [-3.71221, 1.21755, -1.03541], [-2.51161, 1.47704, 3.48665], [-5.03534, 0.12281, 0.21382], [-3.81150, -0.02690, 4.99229], [-6.13576, -1.40446, 1.83885], [-2.85306, 1.73056, -3.21983], [-1.13843, 3.70265, 0.21274], [-1.31499, 3.02529, -4.71465], [0.40200, 4.96363, -1.28893], [-0.54933, -2.64435, -0.25192], [2.65104, 2.25157, -0.36008], [3.35273, 3.29098, -1.23202], [3.24945, 2.02380, 0.53967], [1.69270, 2.66844, -0.00376], [3.69340, 4.11155, -0.58741], [4.23820, 2.89113, -1.74489], [2.67067, 3.72657, -1.97761], [1.65397, 1.08288, -2.86077], [2.71564, 1.10111, -3.95990], [1.14280, 2.05654, -2.80784], [0.86908, 0.34855, -3.10982], [2.23198, 1.37548, -4.90545], [3.50134, 1.84616, -3.77300], [3.17521, 0.11332, -4.08776], [3.69477, -0.45319, -1.30514], [5.08810, 0.17127, -1.37588], [3.53127, -1.10080, -2.18190], [3.64531, -1.11809, -0.42611], [5.83018, -0.63472, -1.31098], [5.27021, 0.69502, -2.32325], [5.28255, 0.85992, -0.54469], [0.39805, -3.97736, 0.55419], [1.92133, -3.84447, 0.50077], [0.07916, -4.91426, 0.06911], [0.06223, -4.01992, 1.60017], [2.37425, -4.76835, 0.88199], [2.29232, -3.69682, -0.52028], [2.27872, -3.01842, 1.12896], [-0.57295, -3.06556, -2.03550], [-1.38247, -2.07613, -2.87963], [-1.00323, -4.07826, -2.10555], [0.47137, -3.11830, -2.38097], [-1.18227, -2.24622, -3.94415], [-2.46170, -2.20278, -2.72832], [-1.13566, -1.02851, -2.65957], [-2.29040, -2.91966, 0.23317], [-2.53494, -3.13949, 1.72066], [-2.63627, -3.79200, -0.34781], [-2.86074, -2.04723, -0.12314], [-3.60524, -3.30561, 1.88140], [-2.00465, -4.01947, 2.09774], [-2.23887, -2.26559, 2.31201], [-0.18784, -0.43947, 5.57272], [1.03737, -0.54135, 4.81677], [1.15820, -0.21844, 3.50554], [2.46671, -0.17189, 3.07075], [0.18892, -0.02975, 2.73416], [-1.05015, -0.43473, 4.89728], [-0.17987, 0.47797, 6.17782], [-0.24345, -1.29101, 6.25934], [1.89632, -0.74420, 5.31084], [2.64959, 0.30291, 2.19582], [3.20443, -0.15993, 3.76388]],
  "atomic_forces_ev_per_a": [[-0.181, -0.044, 0.202], [-0.066, 0.088, -0.691], [-0.292, -0.180, -0.505], [-0.545, -1.031, 0.866], [0.102, -0.122, 0.720], [0.499, 0.559, -0.311], [0.281, 0.150, -1.396], [-0.256, -0.869, 0.314], [0.118, 0.938, -0.234], [0.208, -0.406, 1.565], [1.009, 0.622, -0.608], [-0.088, 0.265, 0.527], [0.541, 0.034, 0.408], [-0.244, 0.014, -0.179], [0.032, -0.441, -0.079], [-0.137, -0.018, -0.652], [-0.666, -0.038, 0.290], [-0.224, -0.018, -0.195], [-0.113, 0.063, 0.035], [-0.143, 0.057, -0.107], [0.040, 0.053, 0.248], [-0.072, -0.082, -0.367], [0.310, 0.211, 0.201], [0.077, 0.247, 0.011], [-0.039, 0.158, -0.194], [0.014, -0.099, 0.128], [-0.113, -0.188, -0.005], [-0.695, -0.548, 0.135], [0.138, 0.131, 0.295], [0.259, 0.314, -0.095], [-0.167, 0.019, -0.253], [0.273, -0.255, -0.103], [-0.070, -0.158, -0.192], [-0.268, 0.116, 0.145], [0.255, -0.257, 0.195], [-0.499, -0.184, -0.081], [0.224, 0.052, -0.116], [0.140, -0.298, 0.200], [0.245, 0.191, 0.040], [0.123, -0.097, 0.211], [-0.233, -0.248, -0.023], [-0.036, 0.259, -0.040], [-0.106, -0.453, 0.290], [0.329, 0.166, -0.123], [-0.119, 0.204, 0.253], [-0.013, 0.183, -0.233], [-0.182, 0.196, -0.003], [-0.137, -0.078, 0.282], [-0.073, -0.122, -0.197], [0.076, -0.080, 0.202], [0.104, -0.067, -0.024], [-0.003, 0.253, 0.141], [0.092, -0.002, -0.292], [-0.051, 0.276, -0.094], [-0.059, -0.036, 0.126], [-0.086, -0.094, -0.090], [0.345, 0.239, -0.002], [-0.153, -0.027, -0.209], [0.219, 0.278, 0.057], [-0.268, -0.031, 0.049], [-0.073, 0.046, 0.236], [0.260, 0.043, 0.020], [0.014, -0.136, 0.001], [-0.206, 0.179, -0.176], [-0.079, 0.058, 0.201], [0.166, 0.251, 0.118], [0.105, -0.231, 0.081], [0.216, 0.065, 0.039], [-0.138, 0.144, -0.052], [-0.045, -0.099, -0.053], [-0.309, -0.007, 0.534], [0.300, 0.190, -1.098], [0.107, -0.205, 0.369], [-0.173, -0.092, -0.241], [0.679, -0.065, -0.282], [0.286, -0.053, 0.160], [-0.144, -0.192, -0.207], [-0.186, 0.153, -0.209], [-0.296, 0.132, 0.048], [-0.050, -0.078, 0.394], [-0.087, 0.128, -0.326]],
  "mulliken_charge": [-0.555, -0.584, -0.368, 0.672, -0.356, -0.534, -0.237, 1.279, -0.151, -0.420, 0.750, -0.539, -0.445, -0.687, -0.047, -0.666, -0.063, 0.146, 0.295, 0.421, 0.446, 0.436, 0.400, 0.474, 0.505, 0.433, 0.563, 0.384, -0.374, -1.138, 0.433, 0.299, 0.452, 0.265, 0.075, 1.154, -1.336, -1.022, 0.271, 0.437, 0.265, 0.370, -0.276, -1.389, 0.441, 0.347, 0.436, 0.295, 0.319, -0.571, -1.170, 0.455, 0.303, 0.436, 0.295, 0.206, -0.651, -0.964, 0.505, 0.356, 0.412, 0.319, 0.079, -0.409, -1.301, 0.557, 0.182, 0.380, 0.429, 0.240, -0.608, -0.232, 0.565, -0.370, -0.476, 0.052, 0.322, 0.325, 0.207, 0.036, 0.215],
  "total_charge": 2,
  "homo_lumo_gap_ev": 6.41,
  "relative_energy_ev": 0.000
}


2.
{
  "formula": "C27H46F17INO20S7",
  "method": "the ωB97M-V functional and the def2-TZVPD basis",
  "elements": ["O", "C", "I", "C", "S", "O", "O", "N", "S", "O", "O", "C", "C", "C", "F", "F", "C", "F", "F", "C", "F", "F", "C", "F", "F", "C", "F", "F", "C", "F", "F", "C", "F", "F", "C", "F", "F", "F", "H", "H", "H", "H", "H", "H", "O", "S", "O", "O", "C", "C", "C", "H", "H", "H", "H", "H", "H", "H", "H", "O", "S", "O", "O", "C", "C", "C", "H", "H", "H", "H", "H", "H", "H", "H", "O", "S", "O", "O", "C", "C", "C", "H", "H", "H", "H", "H", "H", "H", "H", "O", "S", "O", "O", "C", "C", "C", "H", "H", "H", "H", "H", "H", "H", "H", "O", "S", "O", "O", "C", "C", "C", "H", "H", "H", "H", "H", "H", "H", "H"],
  "positions_angstrom": [[6.23850, -3.57968, 3.49560], [6.17704, -2.43946, 3.50604], [6.23136, -1.37127, 5.40076], [6.09348, -1.64669, 2.18869], [4.60671, -2.16620, 1.22969], [5.03264, -2.93826, 0.09033], [3.75965, -2.92450, 2.11762], [3.93553, -0.71774, 0.82647], [2.89922, -0.85499, -0.43235], [2.20131, -2.13570, -0.37327], [3.52483, -0.75382, -1.74160], [1.58452, 0.41017, -0.29729], [1.49245, 1.10069, 1.09323], [0.82835, 0.26969, 2.20453], [1.04712, -1.04188, 2.09398], [1.46161, 0.62494, 3.37790], [-0.67655, 0.59673, 2.45811], [-0.76803, 1.95371, 2.52390], [-1.01486, 0.14675, 3.68324], [-1.64934, 0.14479, 1.32194], [-1.21080, -0.88619, 0.58960], [-1.73339, 1.19360, 0.46048], [-3.11795, -0.14479, 1.76417], [-3.86952, -0.13487, 0.64542], [-3.53015, 0.92517, 2.48144], [-3.33305, -1.43273, 2.63785], [-3.65667, -1.00306, 3.88274], [-2.24661, -2.19417, 2.78355], [-4.52702, -2.34136, 2.19738], [-5.66028, -1.65653, 2.06228], [-4.75390, -3.18529, 3.24816], [-4.24248, -3.26560, 0.96336], [-5.39569, -3.31032, 0.24800], [-3.30913, -2.79687, 0.13464], [-3.90523, -4.75507, 1.31011], [-2.91312, -4.89682, 2.16059], [-3.49829, -5.31889, 0.16200], [-4.98147, -5.43710, 1.66869], [6.01542, -0.56229, 2.37409], [6.98155, -1.78348, 1.54930], [0.63836, 0.01314, -0.68788], [1.89422, 1.20009, -1.01093], [1.04965, 2.09784, 0.95287], [2.53242, 1.27189, 1.42814], [-4.56105, -6.78917, 7.59167], [-4.72742, -6.84886, 6.17042], [-5.80091, -7.58761, 5.57862], [-3.35014, -7.31560, 5.50742], [-2.74962, -8.53416, 5.97061], [-3.45312, -9.76002, 5.41988], [-4.73645, -5.21223, 5.51638], [-2.71897, -8.55193, 7.06217], [-1.71833, -8.52071, 5.61935], [-4.46192, -9.84985, 5.82376], [-2.90269, -10.66524, 5.68038], [-3.54297, -9.69703, 4.33466], [-3.89373, -4.66287, 5.92910], [-5.67349, -4.74292, 5.81026], [-4.67210, -5.26851, 4.43351], [-4.89659, 4.90235, 0.05122], [-5.11900, 5.78865, 1.15415], [-4.03448, 6.46975, 1.78809], [-5.97627, 5.02784, 2.26739], [-5.48822, 3.76268, 2.74760], [-4.32473, 3.92449, 3.70372], [-6.34546, 6.97574, 0.70798], [-5.21852, 3.11655, 1.90952], [-6.32260, 3.28857, 3.26419], [-3.44718, 4.31354, 3.18663], [-4.05663, 2.96478, 4.14659], [-4.56642, 4.62844, 4.50155], [-7.19293, 6.45800, 0.26555], [-5.89771, 7.65512, -0.01483], [-6.64401, 7.52277, 1.59923], [8.61457, -3.14815, -5.71880], [8.04078, -1.95181, -5.17503], [8.50420, -1.39815, -3.94204], [6.45942, -2.11229, -5.11952], [5.90436, -3.25359, -4.42857], [5.94876, -3.09198, -2.92352], [8.07893, -0.68658, -6.40590], [6.40979, -4.16878, -4.74675], [4.86602, -3.33023, -4.75033], [6.97603, -3.10053, -2.55584], [5.40980, -3.90278, -2.43436], [5.50489, -2.14265, -2.62317], [7.68742, -1.08856, -7.33709], [9.11580, -0.38064, -6.53226], [7.48101, 0.15404, -6.06119], [5.35218, 4.59851, -2.34839], [3.98253, 4.60492, -2.76273], [3.06981, 3.59306, -2.34278], [3.92424, 4.71969, -4.35723], [4.65568, 3.75075, -5.12675], [3.94993, 2.40775, -5.16934], [3.27903, 6.18186, -2.39956], [5.67347, 3.65055, -4.74312], [4.72988, 4.15430, -6.13711], [3.93767, 1.93600, -4.18619], [4.45589, 1.73195, -5.86065], [2.91189, 2.52797, -5.48347], [3.94893, 6.95861, -2.76045], [3.16709, 6.25048, -1.31934], [2.30541, 6.25032, -2.88030], [-0.57781, 3.18492, -4.80452], [-1.06677, 4.42113, -4.27781], [-0.61068, 4.93051, -3.02213], [-2.66518, 4.38843, -4.27805], [-3.32598, 3.29343, -3.61681], [-3.31261, 3.44349, -2.10793], [-0.87714, 5.68234, -5.49774], [-2.88443, 2.34308, -3.92496], [-4.35698, 3.29917, -3.97085], [-2.29950, 3.35213, -1.71385], [-3.92718, 2.67332, -1.64005], [-3.68577, 4.42090, -1.81426], [-1.26418, 5.31699, -6.44564], [0.18585, 5.90072, -5.58215], [-1.41581, 6.56924, -5.17181]],
  "atomic_forces_ev_per_a": [[0.342, -3.705, 0.621], [-0.094, 2.878, -1.793], [-0.041, 0.303, 0.029], [-0.227, 1.622, 0.384], [-1.858, -0.251, -0.717], [0.938, 0.456, -0.068], [0.341, 0.537, 0.756], [0.022, -0.064, -0.417], [0.137, -3.534, -0.797], [-0.542, 0.599, 0.646], [0.150, 1.672, 0.430], [0.912, 1.520, 0.245], [0.458, -0.458, -0.790], [1.166, 0.834, 0.226], [-0.593, -0.134, -0.303], [-0.507, 0.242, 0.008], [0.926, 0.453, 0.106], [-0.151, -0.233, 0.118], [-0.505, -0.479, -0.398], [-0.352, 0.358, -0.441], [0.132, -0.275, 0.460], [-0.075, -0.120, 0.159], [0.508, 0.773, 0.019], [-0.044, -0.701, 0.082], [0.067, -0.094, 0.075], [-0.897, 0.313, 0.721], [-0.104, -0.051, -0.198], [0.166, 0.023, -0.623], [0.466, -0.751, 0.527], [0.235, 0.466, -0.402], [0.231, 0.034, -0.107], [-1.112, -0.120, -0.421], [0.075, -0.115, 0.172], [0.383, 0.273, 0.489], [0.434, -0.389, -1.604], [-0.070, 0.188, 0.759], [0.044, 0.140, -0.248], [-0.214, 0.214, 0.815], [-0.153, -0.499, -0.042], [-0.371, -0.399, 0.400], [0.560, -0.389, 0.285], [-0.073, -0.375, 0.343], [-0.178, -0.477, 0.326], [-0.513, -0.194, -0.020], [-0.185, -0.288, 0.022], [0.479, 0.418, -0.472], [-0.094, -0.088, 0.294], [-0.197, 0.314, 0.050], [0.230, -0.752, 0.145], [-0.313, 0.015, 0.012], [0.089, 0.017, -0.027], [-0.120, 0.160, -0.024], [-0.079, 0.314, -0.073], [0.037, -0.003, 0.006], [0.079, 0.071, -0.005], [0.095, -0.011, 0.022], [0.000, -0.041, -0.015], [-0.011, -0.104, 0.043], [-0.002, -0.073, 0.051], [0.125, 0.063, 0.228], [-0.587, 0.106, 0.344], [0.162, -0.096, -0.202], [-0.093, 0.287, -0.323], [0.393, -0.685, 0.383], [0.260, 0.229, -0.068], [-0.127, -0.007, 0.019], [-0.029, 0.173, -0.104], [-0.170, 0.253, -0.138], [0.002, -0.061, 0.018], [-0.088, -0.015, -0.037], [-0.085, -0.072, -0.002], [0.032, -0.014, 0.021], [0.085, -0.073, 0.021], [0.041, -0.035, -0.004], [0.177, -0.016, 0.217], [-0.890, 0.242, -0.143], [0.337, -0.194, -0.051], [0.410, 0.203, -0.369], [-0.328, -0.677, 0.738], [0.326, 0.238, -0.013], [-0.040, 0.060, -0.096], [0.149, 0.166, -0.150], [0.098, 0.283, -0.227], [-0.020, -0.065, -0.018], [-0.085, 0.076, -0.034], [-0.170, -0.130, 0.049], [-0.007, -0.013, 0.041], [0.004, -0.071, 0.071], [0.008, -0.050, 0.039], [-0.001, -0.217, 0.003], [-0.282, 0.412, -0.263], [0.154, -0.166, 0.212], [-0.013, 0.328, 0.188], [0.232, -0.737, -0.411], [-0.111, -0.045, 0.307], [-0.029, 0.120, -0.154], [-0.080, 0.113, 0.165], [-0.115, 0.283, 0.146], [0.026, -0.029, -0.048], [0.029, 0.075, -0.028], [0.044, 0.014, -0.062], [0.012, -0.041, 0.003], [0.032, -0.113, -0.016], [-0.005, -0.070, 0.049], [0.070, -0.046, 0.234], [-0.472, 0.252, -0.263], [0.184, -0.146, -0.010], [0.278, 0.204, -0.241], [-0.300, -0.638, 0.592], [0.393, 0.111, -0.062], [-0.093, 0.073, -0.066], [0.147, 0.136, -0.110], [0.124, 0.236, -0.227], [-0.028, -0.053, -0.010], [-0.055, 0.027, -0.078], [-0.076, -0.078, -0.033], [0.001, -0.016, 0.037], [0.008, -0.094, 0.071], [0.008, -0.040, 0.023]],
  "mulliken_charge": [-0.348, 0.252, -0.098, -0.679, 1.041, -0.595, -0.700, -0.339, 1.160, -0.699, -0.623, -0.693, -1.550, 1.293, -0.174, -0.399, 0.407, -0.300, -0.306, 0.668, -0.270, -0.313, 0.439, -0.344, -0.295, 0.903, -0.337, -0.258, 0.167, -0.305, -0.174, 0.677, -0.319, -0.216, 0.609, -0.186, -0.291, -0.243, 0.394, 0.333, 0.300, 0.293, 0.518, 0.595, -0.655, 1.189, -0.611, -0.230, -0.376, -0.999, -0.723, 0.343, 0.279, 0.298, 0.391, 0.263, 0.365, 0.450, -0.019, -0.561, 1.242, -0.638, -0.310, -0.319, -0.985, -1.036, 0.274, 0.293, 0.259, 0.347, 0.349, 0.312, 0.375, 0.356, -0.659, 1.200, -0.589, -0.193, -0.519, -0.929, -0.843, 0.352, 0.279, 0.300, 0.472, 0.271, 0.303, 0.364, 0.207, -0.690, 1.151, -0.397, -0.277, -0.426, -0.821, -0.868, 0.352, 0.282, 0.220, 0.367, 0.219, 0.340, 0.364, 0.174, -0.659, 1.308, -0.581, -0.279, -0.569, -0.617, -0.999, 0.352, 0.294, 0.168, 0.340, 0.308, 0.323, 0.360, 0.321],
  "total_charge": -1,
  "homo_lumo_gap_ev": 7.01
}